(1)
DFT (ωB97M-V with the def2-TZVPD basis set) results for C39H50CrN10O4S4Sb as an isolated structure.

Structure (XYZ):
```
109
Properties=species:S:1:pos:R:3:forces:R:3:lowdin_spin:R:1
Sb 1.54365 -1.32379 5.20409 -0.2 -0.2 -0.3 0.00
Cr -0.67330 0.46079 -1.30355 0.0 0.2 -0.6 0.96
S 0.47255 -1.05091 3.19355 0.0 0.1 0.1 0.00
S -3.91414 0.91816 -1.02109 0.7 0.6 0.0 0.00
S -1.37821 2.57935 2.71469 0.0 0.1 0.2 0.00
S -1.25948 2.30063 -2.69053 0.4 0.2 0.1 0.00
O -2.64640 0.07046 -1.25481 -0.3 -0.5 0.4 0.00
O 3.18698 0.39576 0.32048 -0.1 -0.1 0.0 0.01
O -0.37473 -0.52117 -2.91231 0.0 -0.2 0.0 0.01
O 0.88071 -2.15147 -3.77692 0.1 -0.1 0.0 0.00
N 2.15528 -4.68631 -0.11207 0.0 0.0 0.2 0.00
N 1.24048 1.95297 -3.72250 0.1 0.0 0.0 0.00
N -0.23397 2.82746 0.44876 -0.3 -0.5 -0.1 0.00
N 3.19263 -2.85898 0.84948 0.0 0.3 0.0 0.00
N -0.93063 1.62727 0.41350 0.2 0.3 0.0 0.00
N -0.59142 -1.55547 -0.58044 0.0 0.0 0.2 0.00
N -0.03009 3.31029 -4.84385 0.0 0.1 -0.1 0.00
N -2.34783 0.26364 1.70671 0.0 0.2 0.1 0.00
N 1.44826 -3.88565 1.93170 0.0 0.0 0.0 0.00
N 1.24210 0.68432 -1.01209 -0.2 -0.1 0.1 0.00
C 4.57705 -4.48279 4.75842 0.0 0.0 0.0 0.00
C 0.97776 -5.53903 -0.26643 -0.1 0.1 -0.3 0.00
C 0.27609 -1.65328 -2.85745 -0.1 0.4 -0.4 0.00
C 5.35128 -2.51496 3.61405 0.0 0.0 0.0 0.00
C -1.56268 1.36905 1.52723 -0.1 -0.4 -0.2 0.00
C 4.20432 -1.83602 3.99898 0.0 -0.1 0.0 0.00
C 0.23552 -2.35796 -1.51135 -0.2 -0.3 0.3 0.00
C 2.26209 0.41525 6.09503 0.2 0.2 0.1 0.00
C -0.64351 -3.90252 8.00282 0.0 0.0 0.0 0.00
C 1.19600 3.30033 -5.64581 0.0 -0.1 0.1 0.00
C 2.11449 2.36777 -4.82004 -0.1 0.0 0.0 0.00
C 5.53843 -3.83634 3.99658 0.0 0.0 0.0 0.00
C -5.60536 2.92926 -4.02265 0.0 0.0 0.0 0.00
C 2.26467 -3.81210 0.88746 0.0 0.0 0.0 0.00
C -0.37211 3.42951 1.56651 0.1 0.3 0.2 0.00
C 3.62250 0.55209 6.36458 -0.1 0.1 0.1 0.00
C -4.27217 0.49124 -3.69686 -0.1 0.1 0.0 0.00
C 0.35261 -3.40501 7.17196 -0.1 0.1 0.1 0.00
C 2.20504 0.54354 -0.32444 0.2 0.0 0.1 0.01
C 0.18897 -2.16459 6.55901 -0.1 -0.2 0.1 0.00
C 0.60861 4.93114 3.34429 0.1 0.0 0.2 0.00
C 3.24260 -2.47764 4.78593 0.2 -0.1 0.0 0.00
C 3.18413 2.66357 7.42732 0.0 0.1 0.0 0.00
C -5.10064 -0.30647 -0.57467 -0.2 -0.3 -0.1 0.00
C -5.11709 2.57786 -2.77085 0.0 0.0 0.0 0.00
C -1.96067 -1.92898 7.61564 0.0 0.0 0.0 0.00
C 0.23117 4.76280 1.88314 -0.1 -0.1 -0.1 0.00
C 3.43004 -3.80683 5.15736 0.1 0.1 0.0 0.00
C -0.97421 -1.42799 6.78090 0.0 -0.1 0.0 0.00
C -4.47458 1.35797 -2.62898 -0.2 -0.1 -0.1 0.00
C -4.75932 0.85934 -4.93797 0.0 0.0 0.0 0.00
C 4.07897 1.68488 7.02695 0.0 -0.1 0.0 0.00
C -1.79648 -3.16566 8.22379 0.0 0.0 0.0 0.00
C 1.82709 2.52417 7.16429 0.0 -0.1 -0.1 0.00
C -0.31802 -4.76385 -0.54957 0.0 0.0 0.0 0.00
C 0.04492 2.50831 -3.78074 -0.1 0.0 0.0 0.00
C -0.27141 -3.79429 -1.74061 0.1 0.0 0.1 0.00
C -5.43117 2.06892 -5.09583 0.0 0.0 0.0 0.00
C 1.36191 1.40057 6.49522 0.1 0.1 0.0 0.00
H 1.28270 -3.06055 2.51592 0.0 0.1 0.1 0.00
H -0.88092 3.78034 -5.09674 0.0 0.0 0.0 0.00
H 1.30636 4.15603 3.66638 0.0 0.0 0.0 0.00
H 1.00165 2.90378 -6.64035 0.0 0.0 0.0 0.00
H 4.32980 -0.21608 6.08158 0.0 0.0 0.0 0.00
H -4.61669 0.20344 -5.78627 0.0 0.0 0.0 0.00
H -4.83538 -0.68994 0.40844 0.0 0.0 0.0 0.00
H -2.19784 -0.46687 1.02989 0.0 0.0 0.0 0.00
H 1.13059 3.28769 7.48436 0.0 0.0 0.0 0.00
H -0.26474 -1.63185 0.38185 0.0 -0.1 0.0 0.00
H 3.54282 3.53688 7.95600 0.0 0.0 0.0 0.00
H 3.74136 -2.70984 0.01956 0.0 0.0 0.0 0.00
H -1.07805 -5.52122 -0.75268 0.0 0.0 0.0 0.00
H 0.87391 -6.17468 0.61531 0.0 0.0 0.0 0.00
H 5.13484 1.79446 7.23664 0.0 0.0 0.0 0.00
H 1.25289 -2.33470 -1.13696 0.2 0.0 0.1 0.00
H 1.08211 5.89909 3.49831 0.0 0.0 0.0 0.00
H -2.85938 -1.35286 7.79238 0.0 0.0 0.0 0.00
H 0.30096 1.30275 6.29627 0.0 0.0 0.0 0.00
H -0.26743 4.89395 3.99635 0.0 0.0 0.0 0.00
H -1.12082 -0.46526 6.30726 0.0 0.0 -0.1 0.00
H -1.28044 -3.70536 -2.15555 0.0 0.0 0.0 0.00
H 2.80679 -4.61813 -0.87658 0.0 0.0 0.0 0.00
H 4.06827 -0.80568 3.68465 0.0 0.0 0.0 0.00
H -6.07615 0.17824 -0.54009 0.0 0.0 0.0 0.00
H -0.64907 -4.24173 0.35309 -0.1 0.0 0.0 0.00
H 2.70242 -4.33185 5.75589 0.0 0.0 0.0 0.00
H -1.55861 -1.87165 -0.61716 0.0 0.0 0.0 0.00
H 2.44474 1.50474 -5.39410 0.0 0.0 0.0 0.00
H -3.71580 -0.42799 -3.56466 0.0 0.0 0.0 0.00
H 1.50011 1.33548 -2.96638 0.0 0.0 0.0 0.00
H 1.60501 4.30324 -5.74320 0.0 0.0 0.0 0.00
H 3.13715 -2.07944 1.49440 0.1 -0.1 0.0 0.00
H -2.44764 -0.06635 2.65486 0.1 0.0 0.0 0.00
H -0.51387 -4.86399 8.48170 0.0 0.0 0.0 0.00
H -5.08009 -1.08804 -1.33442 -0.1 0.0 0.1 0.00
H 1.09829 4.87340 1.23266 0.0 0.0 0.0 0.00
H 4.72167 -5.51410 5.05213 0.0 0.0 0.0 0.00
H -5.81412 2.34482 -6.06946 0.0 0.0 0.0 0.00
H -6.11170 3.87524 -4.15744 0.0 0.0 0.0 0.00
H 6.43939 -4.36070 3.70627 0.0 0.0 0.0 0.00
H 6.10124 -2.00976 3.01896 0.0 0.0 0.0 0.00
H 1.19945 -6.21167 -1.09292 0.0 0.0 0.0 0.00
H -5.23452 3.24388 -1.92464 0.0 0.0 0.0 0.00
H 0.75897 -4.61479 1.97067 0.0 0.0 0.0 0.00
H 1.24921 -3.98820 7.03360 0.0 0.0 0.0 0.00
H -2.56849 -3.55315 8.87529 0.0 0.0 0.0 0.00
H 0.33949 -4.21250 -2.54321 0.0 0.0 0.0 0.00
H 2.98916 2.88922 -4.43617 0.0 0.0 0.0 0.00
H -0.48479 5.53402 1.58968 0.0 0.0 0.0 0.00
```
Positions in Å, forces in eV/Å.

Calculated values
- Total charge: +2
- Multiplicity: 2
- M: 1024.9 g mol⁻¹
- Energy: -142636.49538 eV

=====

(2)
DFT (ωB97M-V with the def2-TZVPD basis set) results for a 8-piece molecular cluster, C39H50N8O4 overall.

Structure (XYZ):
```
101
Properties=species:S:1:pos:R:3:forces:R:3:mulliken_charge:R:1
O -1.70751 -1.46098 4.95660 0.2 -0.1 0.1 -0.56
O -1.54546 -2.69545 0.37396 0.2 -0.1 0.0 -0.66
O 3.95703 -2.53372 0.80211 -0.2 0.3 0.0 -0.23
O 0.72402 -1.08155 0.97695 -0.1 0.1 0.4 -0.17
N -1.26611 -5.48736 0.57799 -0.1 0.0 0.2 -0.60
N -6.02347 -5.64932 1.56420 0.0 0.0 0.0 -0.01
N 6.52600 -1.98199 -1.97960 -0.1 0.0 0.1 0.03
N -2.71722 1.26641 -2.62044 0.1 0.1 0.1 0.30
N -0.85500 4.65767 -3.43184 0.1 0.0 0.1 0.21
N -1.38755 5.82580 1.83410 0.0 -0.1 0.1 0.17
N -1.96589 1.27600 1.26569 0.0 0.0 0.0 0.27
N 1.26975 2.86187 -1.00623 0.0 0.0 0.0 0.33
C 8.27041 -0.90998 -2.81509 0.0 0.0 0.0 -0.54
C -1.78158 6.95777 2.48984 0.0 0.0 -0.1 -0.59
C -3.07060 3.11591 0.72594 0.0 0.1 -0.1 -0.18
C -0.70948 6.86520 -3.47044 0.0 0.0 0.0 -0.65
C -1.12066 -2.00496 4.04995 -0.1 0.1 0.1 -0.12
C 1.67794 -1.98773 0.39838 0.1 -0.1 -0.4 -0.81
C -1.34575 -5.29508 2.02983 0.1 -0.2 -0.3 -0.65
C -3.83345 1.33270 -4.53011 0.0 0.0 0.0 -0.65
C -1.32316 -3.44055 3.71540 0.0 -0.2 -0.4 -0.54
C -3.13982 0.09383 -4.44730 0.0 0.0 0.0 -0.58
C -3.55546 2.03209 -3.38665 0.1 0.0 0.1 -0.45
C 1.36488 1.69454 -0.29390 0.0 0.2 -0.1 -0.89
C 3.38340 2.68916 -0.38499 0.0 0.0 0.0 -1.38
C -4.93639 -6.45356 1.35819 0.0 0.0 0.0 -0.53
C 8.52101 -2.30832 -2.87606 0.0 0.0 0.0 -0.38
C 5.77653 -3.35290 2.23434 0.0 0.0 0.2 -1.34
C -3.29056 0.94222 1.23991 0.0 -0.1 0.0 -0.30
C 2.66846 1.56210 0.10734 0.0 0.0 0.0 -0.09
C -1.22272 5.80435 -2.77572 -0.1 -0.1 0.0 -0.46
C -0.06580 -1.66693 1.90781 0.3 -0.2 0.1 -0.04
C 2.49212 3.47166 -1.06805 0.0 0.0 0.0 -0.23
C -5.22775 -7.69214 1.86450 0.0 0.0 0.0 -0.42
C -1.29842 8.03272 1.78962 0.0 0.0 0.0 -0.48
C -0.65501 6.15834 0.73096 0.0 0.0 0.0 -0.34
C 7.42549 -2.94201 -2.35347 0.0 0.0 0.0 -0.51
C 5.03955 -2.15451 1.63601 0.5 -0.2 0.1 -0.17
C -0.15087 -1.28496 3.18291 0.1 0.1 -0.4 0.30
C 2.67890 -2.54074 1.40925 0.1 -0.4 -0.1 -0.62
C -1.81879 2.60310 0.95875 0.1 -0.1 -0.1 -1.05
C -2.46094 0.08355 -3.25820 0.0 0.0 0.0 -0.51
C -0.00150 6.33941 -4.58673 0.0 0.0 0.0 -0.47
C -0.58411 7.52473 0.66924 0.0 0.0 0.0 -0.75
C 7.03116 -0.74173 -2.25767 0.0 0.0 0.0 -0.38
C -4.00458 2.06131 0.90511 0.0 0.0 0.0 -1.23
C -1.22170 -3.85197 2.44685 0.0 0.0 0.2 0.24
C -0.97667 -2.77492 1.43795 -0.3 0.0 0.0 0.60
C -0.11077 4.97642 -4.53637 0.0 0.0 0.0 -0.64
C -7.00741 -6.35895 2.19517 0.0 0.0 0.0 -0.51
C -6.54417 -7.63118 2.39726 0.0 0.0 0.0 -0.40
H -4.05445 -6.07878 0.86721 0.0 0.0 0.0 0.47
H -0.07646 8.09384 -0.09132 0.0 0.0 0.0 0.45
H 0.43882 -0.47107 3.58472 -0.2 0.1 0.0 0.53
H -6.09082 -4.68687 1.29037 0.0 0.0 0.0 0.20
H -3.14029 -0.69786 -5.17736 0.0 0.0 0.0 0.41
H -1.42813 -6.46426 0.36636 0.1 0.0 0.0 0.29
H -0.24826 5.39810 0.08560 0.1 0.0 0.0 0.61
H 0.52297 6.89961 -5.34224 0.0 0.0 0.0 0.43
H -0.82900 7.90304 -3.20887 0.0 0.0 0.0 0.45
H 2.41068 -3.56947 1.67839 0.0 0.0 0.1 0.23
H -3.87937 3.00356 -3.05288 0.0 0.0 0.0 0.45
H -5.07426 2.11807 0.79774 0.0 0.0 0.0 0.45
H 2.62060 4.40486 -1.58923 0.0 0.0 0.0 0.48
H 0.27015 4.21016 -5.18909 0.0 0.0 0.0 0.43
H 4.43047 2.90164 -0.24972 0.0 0.0 0.0 0.45
H 3.06685 0.74931 0.69243 0.0 0.0 0.0 0.66
H -2.35647 1.53121 -1.71890 -0.2 -0.1 0.1 0.17
H -4.57341 -8.54768 1.85306 0.0 0.0 0.0 0.38
H -4.46292 1.67028 -5.33596 0.0 0.0 0.0 0.43
H -1.55806 -4.12325 4.52412 -0.2 0.1 0.0 0.55
H -1.44224 9.06798 2.04910 0.0 0.0 0.0 0.40
H 1.15329 -2.78854 -0.12789 -0.1 0.0 0.0 0.29
H -1.81726 5.76731 -1.87906 0.0 0.0 0.0 0.57
H -1.59426 4.88519 2.12058 -0.1 0.0 0.0 0.22
H -1.11300 3.72468 -3.16317 -0.2 0.0 -0.2 0.14
H 0.50765 1.06657 -0.13509 0.0 -0.1 0.0 0.52
H 5.62811 -2.16063 -1.56535 0.0 0.0 0.0 0.21
H 5.58065 -4.24852 1.64675 0.1 0.0 -0.1 0.30
H 8.92419 -0.12016 -3.14431 0.0 0.0 0.0 0.39
H 4.71176 -1.48590 2.43641 -0.2 0.1 -0.1 0.32
H 6.46890 0.14942 -2.03693 0.0 0.0 0.0 0.44
H -1.82351 -0.66076 -2.81201 0.0 0.0 0.0 0.47
H -7.94834 -5.90115 2.44628 0.0 0.0 0.0 0.38
H 5.47571 -3.55137 3.26404 -0.1 0.0 0.0 0.33
H -3.28916 4.13668 0.45607 0.0 0.0 0.0 0.50
H -2.23290 -5.74647 2.48476 -0.1 0.1 0.1 0.35
H -0.84259 3.06073 0.92830 0.0 0.0 0.0 0.75
H 7.21126 -3.98777 -2.21605 0.0 0.0 0.0 0.37
H -7.08793 -8.43047 2.87133 0.0 0.0 0.0 0.39
H 5.72975 -1.58182 1.01362 -0.1 0.0 -0.1 0.43
H 2.23168 -1.41096 -0.33942 -0.1 0.1 0.0 0.52
H 2.67429 -1.95227 2.33044 0.0 0.2 0.0 0.46
H -1.98213 -4.95216 0.10134 0.1 0.1 0.0 0.19
H -1.21737 0.64033 1.48083 0.0 0.0 0.0 0.16
H 9.40318 -2.79171 -3.26054 0.0 0.0 0.0 0.39
H 6.85064 -3.16947 2.24403 0.0 0.0 0.0 0.37
H 0.43140 3.22224 -1.42416 0.0 0.0 -0.1 0.10
H -3.61106 -0.06228 1.45692 0.0 0.0 0.0 0.46
H -0.47730 -5.81255 2.44775 -0.1 0.0 0.1 0.33
H -2.37227 6.90395 3.38781 0.0 0.0 0.0 0.40
```
Positions in Å, forces in eV/Å.

Calculated values
- Total charge: 0
- Multiplicity: 1
- M: 694.9 g mol⁻¹
- Energy: -61360.90745 eV